Version i
This record from the Open Molecules 2025 dataset describes one molecule with the formula C2H2O2S. The level of theory is ωB97M-V with the def2-TZVPD basis set.

Results
highest occupied orbital energy (alpha / beta)	-9.14 / -9.14	eV
lowest unoccupied orbital energy (alpha / beta)	-0.490 / -0.491	eV
frontier orbital gap (alpha / beta)	8.6 / 8.6	eV

Geometry as ORCA input:
```
! wB97M-V def2-TZVPD RIJCOSX def2/J DEFGRID3
* xyz 0 1
S 1.330 0.356 -1.296
O 2.624 -0.814 -1.142
O -0.331 -0.985 0.546
C 0.141 -0.063 -0.275
C -0.981 0.303 0.558
H -1.984 0.339 0.146
H -0.798 0.865 1.464
*
```

---

Version ii
This record from the Open Molecules 2025 dataset describes a 2-piece molecular cluster, C2H2O2S overall. The level of theory is ωB97M-V with the def2-TZVPD basis set.

Results
highest occupied orbital energy	-10.02	eV
lowest unoccupied orbital energy	0.553	eV
structure (SMILES)	O=C=S.C=O
frontier orbital gap	10.6	eV

Geometry as ORCA input:
```
! wB97M-V def2-TZVPD RIJCOSX def2/J DEFGRID3
* xyz 0 1
S -2.068 0.190 1.131
O 1.809 -0.360 -0.959
O -2.033 -0.096 -1.501
C 1.541 -0.064 0.170
C -1.978 0.041 -0.385
H 2.248 0.483 0.947
H 0.481 -0.194 0.597
*
```

---

Winner for stability: version ii

---

Version i
This record from the Open Molecules 2025 dataset describes one molecule with the formula C2H2O2S. The level of theory is ωB97M-V with the def2-TZVPD basis set.

Results
highest occupied orbital energy	-10.07	eV
lowest unoccupied orbital energy	-0.494	eV
structure (SMILES)	O=CC(=O)S
frontier orbital gap	9.6	eV

Geometry as ORCA input:
```
! wB97M-V def2-TZVPD RIJCOSX def2/J DEFGRID3
* xyz 0 1
S 1.536 -0.519 -0.192
O -2.072 -0.364 -0.456
O 0.103 1.563 -0.088
C 0.132 0.378 0.024
C -1.086 -0.415 0.221
H 2.331 0.566 -0.437
H -0.942 -1.208 0.928
*
```

---

Version ii
This record from the Open Molecules 2025 dataset describes one molecule with the formula C2H2O2S. The level of theory is ωB97M-V with the def2-TZVPD basis set.

Results
highest occupied orbital energy (alpha / beta)	-9.14 / -8.28	eV
lowest unoccupied orbital energy (alpha / beta)	0.076 / -1.298	eV
frontier orbital gap (alpha / beta)	9.2 / 7.0	eV

Geometry as ORCA input:
```
! wB97M-V def2-TZVPD RIJCOSX def2/J DEFGRID3
* xyz 0 1
S -1.576 0.636 -0.246
O -1.885 -0.340 0.827
O 0.370 -0.887 -0.700
C 0.225 0.569 -0.436
C 0.949 -0.357 0.356
H 0.933 1.101 -1.099
H 0.982 -0.722 1.298
*
```

---

Winner for stability: version i

---

Version i
This record from the Open Molecules 2025 dataset describes a 2-piece molecular cluster, CH2F3N overall. The level of theory is ωB97M-V with the def2-TZVPD basis set.

Results
highest occupied orbital energy	-12.02	eV
lowest unoccupied orbital energy	0.495	eV
structure (SMILES)	F/C=N\F.F
frontier orbital gap	12.5	eV

Geometry as ORCA input:
```
! wB97M-V def2-TZVPD RIJCOSX def2/J DEFGRID3
* xyz 0 1
F -1.281 1.369 -0.499
F 2.311 0.439 -0.383
F -1.436 -1.422 -0.392
N -0.558 0.553 0.441
C -0.645 -0.691 0.448
H 1.876 1.068 -0.824
H -0.267 -1.316 1.208
*
```

---

Version ii
This record from the Open Molecules 2025 dataset describes a 2-piece molecular cluster, CH2F3N overall. The level of theory is ωB97M-V with the def2-TZVPD basis set.

Results
highest occupied orbital energy	-12.09	eV
lowest unoccupied orbital energy	0.557	eV
structure (SMILES)	N=C(F)F.F
frontier orbital gap	12.6	eV

Geometry as ORCA input:
```
! wB97M-V def2-TZVPD RIJCOSX def2/J DEFGRID3
* xyz 0 1
F 1.131 -1.045 0.325
F 2.010 0.875 -0.102
F -1.980 -1.230 0.022
N -0.303 0.575 0.009
C 0.876 0.183 0.051
H -0.567 1.509 -0.092
H -1.167 -0.868 -0.213
*
```

---

Winner for stability: version ii

---

Version i
This record from the Open Molecules 2025 dataset describes C3H4FeO3 as an isolated structure. The level of theory is ωB97M-V with the def2-TZVPD basis set.

Results
highest occupied orbital energy (alpha / beta)	-6.16 / -6.82	eV
lowest unoccupied orbital energy (alpha / beta)	-2.866 / -2.834	eV
<S²>	6.105
frontier orbital gap (alpha / beta)	3.3 / 4.0	eV

Geometry as ORCA input:
```
! wB97M-V def2-TZVPD RIJCOSX def2/J DEFGRID3
* xyz 0 5
Fe -1.169 -0.486 2.975
O 1.021 -1.779 -0.164
O -1.101 1.365 2.278
O -0.483 1.045 0.199
C 1.078 -0.576 -0.790
C -0.920 0.548 1.322
C -0.263 0.152 -0.911
H 1.436 -0.631 -1.854
H 1.777 0.155 -0.303
H -1.088 -0.574 -0.939
H -0.287 0.782 -1.812
*
```

---

Version ii
This record from the Open Molecules 2025 dataset describes C3H4FeO3 as an isolated structure. The level of theory is ωB97M-V with the def2-TZVPD basis set.

Results
highest occupied orbital energy (alpha / beta)	-8.55 / -9.05	eV
lowest unoccupied orbital energy (alpha / beta)	-1.415 / -1.700	eV
<S²>	6.014
frontier orbital gap (alpha / beta)	7.1 / 7.3	eV

Geometry as ORCA input:
```
! wB97M-V def2-TZVPD RIJCOSX def2/J DEFGRID3
* xyz 0 5
Fe -2.156 -0.553 -0.242
O -1.015 -0.600 1.374
O 0.357 0.644 -1.159
O -1.411 1.412 -2.204
C 0.873 -0.254 -0.165
C -0.918 0.456 -1.613
C 0.272 -0.103 1.232
H 0.736 -1.294 -0.510
H 1.950 -0.044 -0.124
H 0.336 0.972 1.506
H 0.976 -0.635 1.905
*
```

---

Winner for stability: version ii

---

Version i
This record from the Open Molecules 2025 dataset describes a 8-piece molecular cluster, H13O6S overall. The level of theory is ωB97M-V with the def2-TZVPD basis set.

Results
highest occupied orbital energy	-4.11	eV
lowest unoccupied orbital energy	3.071	eV
frontier orbital gap	7.2	eV

Geometry as ORCA input:
```
! wB97M-V def2-TZVPD RIJCOSX def2/J DEFGRID3
* xyz -1 1
S 2.922 -3.701 0.591
O -2.085 -0.473 -2.754
O -2.756 2.435 -1.106
O 1.762 1.846 1.837
O -0.991 1.507 0.914
O 1.758 -1.041 1.647
O -0.709 -1.181 -0.676
H -2.092 2.235 -0.443
H -1.322 0.763 1.422
H 1.889 -2.271 -0.613
H 1.911 -1.753 1.052
H 2.050 0.954 1.952
H -0.793 -0.233 -0.883
H -2.692 1.745 -1.729
H -0.075 1.577 1.123
H 2.389 2.159 1.180
H -1.617 -0.607 -3.557
H -1.646 -1.090 -2.112
H 2.027 -1.427 2.483
H 0.072 -1.444 -0.329
*
```

---

Version ii
This record from the Open Molecules 2025 dataset describes a 7-piece molecular cluster, H13O6S overall. The level of theory is ωB97M-V with the def2-TZVPD basis set.

Results
highest occupied orbital energy	-4.48	eV
lowest unoccupied orbital energy	3.381	eV
frontier orbital gap	7.9	eV

Geometry as ORCA input:
```
! wB97M-V def2-TZVPD RIJCOSX def2/J DEFGRID3
* xyz -1 1
S 2.588 1.706 -0.811
O -0.475 -0.552 2.533
O 1.547 -1.147 0.625
O -3.302 0.003 -0.375
O -0.076 1.902 0.861
O -0.849 -2.743 -0.306
O -0.052 0.335 -2.145
H 0.778 2.045 0.373
H 0.666 0.948 -1.891
H -0.769 1.884 0.208
H -2.919 0.204 -1.205
H -2.658 -0.314 0.269
H -0.318 0.372 2.365
H -0.460 -2.648 -1.168
H 3.243 2.872 -0.655
H 1.657 -0.218 0.369
H 2.238 -1.605 0.141
H -0.295 -2.215 0.293
H -0.603 0.215 -1.370
H 0.060 -1.043 1.891
*
```

---

Winner for stability: version ii

---

Version i
This record from the Open Molecules 2025 dataset describes H15O8 as an isolated structure. The level of theory is ωB97M-V with the def2-TZVPD basis set.

Results
highest occupied orbital energy	-5.52	eV
lowest unoccupied orbital energy	3.274	eV
frontier orbital gap	8.8	eV

Geometry as ORCA input:
```
! wB97M-V def2-TZVPD RIJCOSX def2/J DEFGRID3
* xyz -1 1
O 1.332 -0.610 1.084
O -1.191 -1.836 -1.506
O -0.015 -2.279 -3.797
O 0.956 0.494 3.504
O 3.685 1.329 1.669
O -2.118 0.497 -2.646
O -1.278 2.232 2.090
O -0.585 0.254 -0.123
H -0.602 2.842 2.398
H 3.094 1.026 2.372
H -2.747 0.020 -2.093
H 0.203 1.067 3.325
H -1.093 2.037 1.158
H -1.018 -1.047 -0.870
H -0.220 0.638 -0.930
H -1.489 -2.480 -0.850
H 0.969 -0.080 2.692
H -0.900 -2.376 -3.441
H 0.453 -1.864 -3.069
H 1.327 -1.566 1.020
H 3.076 1.678 1.011
H 0.397 -0.018 0.492
H -2.236 0.042 -3.488
*
```

---

Version ii
This record from the Open Molecules 2025 dataset describes a 8-piece molecular cluster, H15O8 overall. The level of theory is ωB97M-V with the def2-TZVPD basis set.

Results
highest occupied orbital energy	-6.04	eV
lowest unoccupied orbital energy	3.190	eV
frontier orbital gap	9.2	eV

Geometry as ORCA input:
```
! wB97M-V def2-TZVPD RIJCOSX def2/J DEFGRID3
* xyz -1 1
O 3.850 56.918 35.005
O 4.435 55.367 32.873
O 5.522 53.610 34.740
O 7.552 54.465 36.324
O 6.556 51.091 35.360
O 7.441 52.770 32.934
O 4.166 53.840 36.849
O 3.507 52.440 33.541
H 7.674 51.852 33.034
H 7.417 54.231 37.387
H 6.270 51.978 35.112
H 5.472 54.584 34.387
H 3.267 54.349 36.831
H 4.290 52.813 34.019
H 6.789 54.183 35.575
H 3.821 52.336 32.667
H 6.575 50.419 34.693
H 4.920 55.582 32.059
H 6.572 52.820 33.373
H 4.482 53.551 36.020
H 5.018 54.640 33.146
H 4.152 56.402 34.234
H 3.002 57.321 34.757
*
```

---

Winner for stability: version i